Entry 1:
Formula: C3H5NOS
Source: the OMol25 dataset
Level of theory: ωB97M-V/def2-TZVPD

XYZ file:
```
11
Properties=species:S:1:pos:R:3:nbo_charge:R:1
C -0.008 0.987 -1.723 -0.094
C 0.039 1.857 -0.691 0.031
C -0.315 -1.845 1.585 -0.653
N 0.544 -0.220 -1.445 -0.717
O 0.649 1.325 0.421 -0.609
S 1.082 -0.243 0.042 1.067
H -0.412 1.165 -2.700 0.223
H -0.322 2.859 -0.586 0.216
H -0.464 -2.674 0.923 0.181
H -1.175 -1.235 1.786 0.180
H 0.381 -1.976 2.387 0.176
```

Values from the calculation:
**Strongest force on any atom**: 0.0177 Eh/bohr
**HOMO (spin up / spin down)**: -7.076 / -7.693 eV
**Net charge**: 0
**Kohn-Sham gap (spin up / spin down)**: 0.27875 / 0.28630 Ha
**ΔE to the lowest compared entry with this formula, charge and spin**: 449.3 kJ/mol
**LUMO (spin up / spin down)**: 0.5 / 0.1 eV
**M**: 103.146 g/mol

Entry 2:
Formula: C26H33N3O3
Source: the OMol25 dataset
Level of theory: ωB97M-V/def2-TZVPD

XYZ file:
```
65
Properties=species:S:1:pos:R:3:nbo_charge:R:1
C 3.433 1.107 -4.359 -0.649
C 2.154 0.487 -4.060 -0.185
N 2.191 -0.791 -3.634 0.416
O 1.205 -1.574 -3.683 -0.558
O 3.315 -1.155 -3.158 -0.586
H 3.267 2.113 -4.753 0.201
H 4.045 1.168 -3.450 0.208
H 4.013 0.547 -5.112 0.218
H 1.210 0.870 -4.431 0.193
C -3.063 -1.647 2.691 -0.407
N -1.723 -1.669 2.152 -0.456
C -1.031 -2.856 2.114 0.699
O -1.386 -3.909 2.637 -0.604
C 0.204 -2.633 1.273 -0.132
C 0.143 -3.428 -0.031 -0.424
C -1.142 -3.169 -0.779 -0.060
C -2.308 -3.867 -0.447 -0.172
C -3.506 -3.585 -1.101 -0.237
C -3.552 -2.606 -2.100 -0.220
C -2.377 -1.949 -2.471 -0.198
C -1.177 -2.251 -1.827 -0.232
N 0.181 -1.186 1.050 -0.361
C 0.978 -0.634 0.115 0.217
C 0.762 0.611 -0.466 -0.353
C 1.811 1.344 -1.015 0.011
C 1.802 2.784 -1.022 -0.143
C 3.000 3.530 -0.843 -0.154
C 2.967 4.919 -0.771 -0.216
C 1.750 5.605 -0.903 -0.181
C 0.560 4.887 -1.083 -0.235
C 0.578 3.496 -1.135 -0.112
C -0.962 -0.512 1.702 0.164
C -0.651 0.505 2.879 -0.051
C 0.035 -0.239 4.027 -0.624
C -1.965 1.110 3.372 -0.619
C 0.241 1.637 2.392 -0.614
H -3.575 -2.575 2.408 0.240
H -3.050 -1.584 3.790 0.199
H -3.609 -0.794 2.276 0.211
H 1.093 -2.886 1.873 0.234
H 1.009 -3.191 -0.656 0.241
H 0.197 -4.486 0.254 0.244
H -2.269 -4.626 0.339 0.218
H -4.407 -4.131 -0.820 0.213
H -4.496 -2.368 -2.593 0.213
H -2.373 -1.203 -3.266 0.220
H -0.251 -1.771 -2.141 0.264
H 1.851 -1.233 -0.161 0.243
H -0.259 1.020 -0.465 0.221
H 2.752 0.831 -1.227 0.247
H 3.937 2.978 -0.727 0.223
H 3.891 5.475 -0.605 0.225
H 1.730 6.695 -0.884 0.222
H -0.391 5.412 -1.178 0.221
H -0.346 2.932 -1.284 0.203
H -1.561 0.031 0.946 0.203
H 1.000 -0.654 3.718 0.213
H 0.215 0.467 4.849 0.222
H -0.599 -1.046 4.413 0.218
H -2.585 1.457 2.535 0.210
H -2.542 0.403 3.975 0.217
H -1.758 1.977 4.017 0.224
H -0.211 2.165 1.543 0.212
H 0.378 2.370 3.201 0.221
H 1.232 1.278 2.102 0.215
```

Values from the calculation:
**Strongest force on any atom**: 0.0318 Eh/bohr
**HOMO**: -6.391 eV
**Net charge**: 0
**Kohn-Sham gap**: 0.16915 Ha
**ΔE to the lowest compared entry with this formula, charge and spin**: 670.1 kJ/mol
**LUMO**: -1.8 eV
**M**: 435.568 g/mol

Entry 3:
Formula: C10H14N2OS
Source: the OMol25 dataset
Level of theory: ωB97M-V/def2-TZVPD

XYZ file:
```
28
Properties=species:S:1:pos:R:3:nbo_charge:R:1
C -3.047 -1.647 0.883 -0.477
C -4.012 -0.835 0.385 0.035
C -0.118 0.201 -0.312 0.050
C -0.039 1.459 0.195 -0.120
C -1.731 -1.038 0.895 -0.235
C 1.185 -0.668 -0.633 -0.413
C 1.263 1.948 0.770 -0.431
C 2.364 0.267 -0.756 -0.410
C 2.485 1.027 0.508 -0.405
C -2.433 0.583 -0.728 0.112
N -3.786 0.282 -0.392 -0.078
N -1.392 -0.395 -0.529 -0.435
O -4.750 1.040 -0.820 -0.663
S -1.626 2.218 0.313 0.111
H -3.316 -2.603 1.366 0.241
H -5.108 -1.137 0.417 0.232
H -1.767 -0.284 1.684 0.249
H -0.865 -1.858 0.958 0.211
H 1.244 -1.514 0.076 0.213
H 0.990 -1.147 -1.668 0.205
H 1.541 3.036 0.469 0.222
H 0.956 2.047 1.781 0.234
H 3.173 -0.434 -0.807 0.220
H 2.312 0.839 -1.734 0.225
H 3.232 1.772 0.510 0.222
H 2.601 0.426 1.377 0.211
H -2.386 0.965 -1.744 0.228
H -1.352 -1.247 -1.169 0.448
```

Values from the calculation:
**Strongest force on any atom**: 0.0775 Eh/bohr
**HOMO**: -6.000 eV
**Net charge**: 0
**Kohn-Sham gap**: 0.22863 Ha
**ΔE to the lowest compared entry with this formula, charge and spin**: 652.4 kJ/mol
**LUMO**: 0.2 eV
**M**: 210.302 g/mol
**SMILES**: [O-]N1C=CC[N@@H+]2C3=C(CCCC3)S[C@H]12

Entry 4:
Formula: C3H12NO2
Source: the OMol25 dataset
Level of theory: ωB97M-V/def2-TZVPD

XYZ file:
```
18
Properties=species:S:1:pos:R:3:nbo_charge:R:1
C 0.384 -0.484 0.392 -0.220
C 0.160 -0.723 -1.080 -0.461
C 1.272 -0.263 -2.050 -0.048
O 0.915 0.085 -3.389 -0.693
N -0.904 -0.554 1.181 -0.687
H 1.197 -1.015 0.870 0.235
H 0.659 0.574 0.437 0.222
H -0.560 0.085 -1.288 0.211
H -0.296 -1.658 -1.437 0.239
H 2.035 -1.049 -1.985 0.168
H 1.757 0.631 -1.663 0.163
H 1.618 0.673 -3.652 0.483
H -1.705 -0.516 0.546 0.440
H -1.051 -1.440 1.669 0.437
H -0.944 0.236 1.846 0.479
H -0.751 1.852 3.433 0.497
H -2.286 1.910 3.338 0.511
O -1.499 1.656 2.833 -0.975
```

Values from the calculation:
**Strongest force on any atom**: 0.0582 Eh/bohr
**HOMO**: -13.699 eV
**Net charge**: +1
**Kohn-Sham gap**: 0.37908 Ha
**ΔE to the lowest compared entry with this formula, charge and spin**: 118.4 kJ/mol
**LUMO**: -3.4 eV
**M**: 94.134 g/mol